No. 1
Density functional theory data (ωB97M-V/def2-TZVPD) for a cluster of 5 separate species, C7H14Br4Cl6 in total.

Energy relative to the best compared isomer or geometry (same formula, charge and spin)   0.0 kcal/mol
Gap between HOMO and LUMO   10.53 eV
SMILES   BrCCBr.BrCCBr.ClCCl.ClCCl.ClCCl
Total charge   0

Bonds (Å) are listed after each position.
Atoms and positions in Å:
1 Br -0.416 2.247 -2.709  C2 1.980
2 C 0.800 2.018 -4.254  Br1 1.980, C3 1.525, H5 1.086, H6 1.083
3 C 2.234 1.961 -3.738  C2 1.525, Br4 1.923, H7 1.088, H8 1.088
4 Br 3.499 2.385 -5.123  C3 1.923
5 H 0.747 2.913 -4.866  C2 1.086
6 H 0.422 1.147 -4.774  C2 1.083
7 H 2.539 0.997 -3.337  C3 1.088
8 H 2.341 2.615 -2.876  C3 1.088
9 Br -3.966 1.803 -0.854  C10 1.955
10 C -2.815 0.295 -0.380  Br9 1.955, C11 1.502, H13 1.088, H14 1.083
11 C -3.493 -0.380 0.778  C10 1.502, Br12 1.998, H15 1.085, H16 1.083
12 Br -2.487 -2.032 1.279  C11 1.998
13 H -1.861 0.712 -0.065  C10 1.088
14 H -2.720 -0.243 -1.315  C10 1.083
15 H -4.507 -0.668 0.521  C11 1.085
16 H -3.457 0.221 1.679  C11 1.083
17 C -1.116 2.517 3.990  Cl18 1.745, Cl19 1.786, H20 1.084, H21 1.086
18 Cl -1.923 4.008 3.576  C17 1.745
19 Cl -0.446 1.587 2.620  C17 1.786
20 H -0.357 2.698 4.744  C17 1.084
21 H -1.873 1.882 4.439  C17 1.086
22 C 0.842 -0.798 0.180  Cl23 1.791, Cl24 1.760, H25 1.086, H26 1.085
23 Cl 2.294 -1.584 0.874  C22 1.791
24 Cl 1.044 -0.527 -1.547  C22 1.760
25 H -0.062 -1.383 0.326  C22 1.086
26 H 0.648 0.172 0.627  C22 1.085
27 C 2.850 -4.845 1.899  Cl28 1.746, Cl29 1.779, H30 1.085, H31 1.086
28 Cl 4.156 -4.366 2.954  C27 1.746
29 Cl 1.614 -5.758 2.798  C27 1.779
30 H 2.267 -4.063 1.423  C27 1.085
31 H 3.200 -5.530 1.132  C27 1.086



No. 2
Density functional theory data (ωB97M-V/def2-TZVPD) for the ion C3H4NO2 with charge +1.

Energy relative to the best compared isomer or geometry (same formula, charge and spin)   41.5 kcal/mol
Gap between HOMO and LUMO   9.63 eV
SMILES   [NH3+]C(=O)C=C=O
Total charge   +1

Bonds (Å) are listed after each position.
Atoms and positions in Å:
1 C 1.035 -0.555 -0.306  C2 1.438, C3 1.343, H7 1.158
2 C -0.018 0.285 -0.812  C1 1.438, N4 1.461, O6 1.348
3 C 0.981 -1.299 0.811  C1 1.343, O5 1.155
4 N -1.024 0.707 0.159  C2 1.461, H8 1.063, H9 1.012, H10 0.970
5 O 1.090 -1.887 1.799  C3 1.155
6 O -0.075 0.743 -2.078  C2 1.348
7 H 2.027 -0.755 -0.871  C1 1.158
8 H -1.885 1.208 -0.212  N4 1.063
9 H -0.805 1.519 0.721  N4 1.012
10 H -1.326 0.035 0.789  N4 0.970



No. 3
Density functional theory data (ωB97M-V/def2-TZVPD) for a cluster of 7 separate species, C6H23NO6 in total.

Energy relative to the best compared isomer or geometry (same formula, charge and spin)   110.5 kcal/mol
Gap between HOMO and LUMO   8.22 eV
SMILES   C/C=C/C(C)=C/N.O.O.O.O.O.O
Total charge   0

Bonds (Å) are listed after each position.
Atoms and positions in Å:
1 C -2.569 -0.288 -1.577  C4 1.542, H8 1.105, H9 1.085, H10 1.077
2 N -1.572 2.308 0.041  C3 1.401, H11 1.007, H12 0.956
3 C -0.990 1.036 0.119  N2 1.401, C4 1.344, H13 1.111
4 C -1.431 -0.030 -0.570  C1 1.542, C3 1.344, C5 1.398
5 C -0.584 -1.143 -0.566  C4 1.398, C6 1.365, H14 1.136
6 C -0.827 -2.237 0.213  C5 1.365, C7 1.483, H15 1.063
7 C 0.098 -3.383 0.038  C6 1.483, H16 1.036, H17 1.234, H18 1.067
8 H -2.080 0.125 -2.478  C1 1.105
9 H -3.536 0.132 -1.318  C1 1.085
10 H -2.801 -1.338 -1.642  C1 1.077
11 H -1.802 2.809 0.884  N2 1.007
12 H -2.282 2.360 -0.597  N2 0.956
13 H -0.094 0.914 0.764  C3 1.111
14 H 0.529 -0.951 -0.683  C5 1.136
15 H -1.617 -2.430 0.897  C6 1.063
16 H 1.059 -3.173 -0.287  C7 1.036
17 H -0.527 -4.132 -0.718  C7 1.234
18 H 0.065 -3.896 0.973  C7 1.067
19 H 2.912 -1.062 1.198  O21 0.993
20 H 3.339 0.331 1.495  O21 0.905
21 O 3.635 -0.398 1.047  H19 0.993, H20 0.905
22 H 2.217 2.557 0.006  O24 0.931
23 H 0.881 2.590 0.514  O24 0.882
24 O 1.695 2.342 0.747  H22 0.931, H23 0.882
25 H -3.435 1.071 1.832  O27 1.073
26 H -2.800 -0.271 2.058  O27 0.920
27 O -3.643 0.078 2.181  H25 1.073, H26 0.920
28 H 0.135 0.133 -2.839  O30 0.955
29 H -0.403 1.313 -2.572  O30 0.924
30 O -0.153 0.885 -3.352  H28 0.955, H29 0.924
31 H 3.371 0.590 -0.879  O33 1.046
32 H 2.439 1.670 -1.663  O33 0.988
33 O 3.372 1.352 -1.596  H31 1.046, H32 0.988
34 H 1.947 -1.781 3.231  O36 0.987
35 H 0.892 -0.762 3.078  O36 0.941
36 O 1.396 -1.346 2.538  H34 0.987, H35 0.941